[1]
{"formula": "C37H43BGeI2N6O2Rb", "method": "ωB97M-V/def2-TZVPD", "charge": -1, "homo_ev": -5.97, "de_lowest_ev": 0.3002, "elements": ["Rb", "C", "C", "C", "C", "C", "N", "N", "B", "N", "N", "C", "C", "C", "C", "C", "N", "N", "C", "C", "C", "C", "C", "H", "H", "H", "H", "H", "H", "H", "H", "H", "H", "H", "H", "H", "H", "H", "H", "H", "H", "H", "H", "H", "H", "I", "C", "I", "H", "H", "O", "C", "O", "C", "C", "Ge", "C", "C", "C", "C", "C", "C", "C", "C", "C", "C", "C", "C", "C", "C", "C", "C", "C", "C", "H", "H", "H", "H", "H", "H", "H", "H", "H", "H", "H", "H", "H", "H", "H", "H", "H", "H", "H"], "xyz": [[-1.68342, 0.87589, 0.34023], [-3.88592, 2.72244, 2.63186], [-2.86062, 3.76556, 2.31528], [-2.77756, 5.08177, 2.79458], [-1.69060, 5.62232, 2.13515], [-1.14290, 7.00583, 2.23976], [-1.17256, 4.66120, 1.33723], [-1.88813, 3.52320, 1.45292], [-0.01840, 4.80419, 0.32004], [-0.50333, 4.55094, -1.12404], [-1.37071, 3.56598, -1.45595], [-1.57608, 3.66265, -2.75879], [-2.51757, 2.73346, -3.45064], [-0.81739, 4.71121, -3.30339], [-0.14558, 5.24927, -2.22489], [0.83568, 6.37277, -2.20293], [1.19574, 3.91688, 0.69902], [1.15607, 2.56291, 0.66763], [2.32258, 2.13280, 1.13120], [2.61000, 0.67220, 1.25925], [3.15135, 3.21544, 1.44964], [2.39232, 4.33341, 1.16427], [2.76522, 5.76604, 1.35101], [-4.54364, 3.06398, 3.43132], [-3.43466, 1.78343, 2.95905], [-4.50779, 2.50523, 1.76099], [-3.41806, 5.57336, 3.50742], [-1.71120, 7.55851, 2.98785], [-1.21141, 7.54054, 1.29197], [-0.09476, 7.00611, 2.53844], [0.36634, 5.93681, 0.37558], [-2.61697, 1.80210, -2.89039], [-2.16337, 2.48503, -4.45202], [-3.51201, 3.17463, -3.54379], [-0.76034, 5.03066, -4.33026], [0.91707, 6.80169, -3.20192], [1.82741, 6.02982, -1.90034], [0.53536, 7.15921, -1.51029], [1.68913, 0.09657, 1.14333], [3.03743, 0.43967, 2.23526], [3.31088, 0.33113, 0.49431], [4.15123, 3.19240, 1.84677], [3.79555, 5.82187, 1.70209], [2.12715, 6.25486, 2.08649], [2.68468, 6.33277, 0.42344], [1.08350, 1.17860, -2.05936], [1.35652, -0.12241, -3.71139], [-0.35017, -0.43091, -4.93873], [1.64366, -1.09843, -3.33907], [2.13043, 0.29228, -4.34531], [-2.14458, -2.61156, 0.76114], [-2.61643, -1.91303, -0.17263], [-3.39058, -0.94408, -0.05105], [-2.10365, -2.28757, -1.56884], [-0.60603, -2.55048, -1.55191], [-0.08181, -3.83945, -0.16261], [0.38180, -3.51665, 1.71145], [1.42439, -2.65339, 2.03792], [1.79739, -2.44136, 3.35696], [1.14131, -3.11421, 4.37729], [0.11640, -3.99459, 4.06554], [-0.26346, -4.18768, 2.74442], [-1.19716, -5.45047, -0.37569], [-0.78398, -6.48197, -1.21701], [-1.57270, -7.60506, -1.42652], [-2.79554, -7.72139, -0.78639], [-3.22407, -6.70657, 0.05698], [-2.43614, -5.58126, 0.25621], [1.73014, -4.40416, -0.80417], [2.44544, -3.66671, -1.74325], [3.73922, -4.01179, -2.11452], [4.34564, -5.12126, -1.55148], [3.65306, -5.87437, -0.61219], [2.36768, -5.51111, -0.24348], [-2.38241, -1.52393, -2.29787], [-2.60233, -3.22209, -1.84599], [-0.03657, -1.61970, -1.46306], [-0.29004, -3.02938, -2.48630], [1.97601, -2.14736, 1.24781], [2.60256, -1.75430, 3.58678], [1.42733, -2.95303, 5.40951], [-0.39826, -4.52813, 4.85603], [-1.07643, -4.86743, 2.52356], [0.17284, -6.41181, -1.72132], [-1.22994, -8.38940, -2.09020], [-3.41440, -8.59596, -0.94707], [-4.18082, -6.78649, 0.55805], [-2.78936, -4.78010, 0.89063], [1.99008, -2.79490, -2.19954], [4.27178, -3.41315, -2.84263], [5.35347, -5.39687, -1.83668], [4.11992, -6.74225, -0.16348], [1.85010, -6.10144, 0.50572]]}



[2]
{"formula": "C37H43BO4", "method": "ωB97M-V/def2-TZVPD", "smiles": "COc1ccc(/C=C/[C@@H](c2ccc(OC)cc2)[C@@H](C)c2ccccc2)cc1.CC1(C)OB(c2ccccc2)OC1(C)C", "charge": 0, "homo_ev": -7.64, "elements": ["C", "O", "C", "C", "C", "C", "C", "C", "C", "C", "C", "C", "C", "O", "C", "C", "C", "C", "C", "C", "C", "C", "C", "C", "C", "C", "C", "H", "H", "H", "H", "H", "H", "H", "H", "H", "H", "H", "H", "H", "H", "H", "H", "H", "H", "H", "H", "H", "H", "H", "H", "H", "H", "C", "C", "C", "O", "B", "C", "C", "C", "C", "C", "C", "O", "C", "C", "C", "H", "H", "H", "H", "H", "H", "H", "H", "H", "H", "H", "H", "H", "H", "H", "H", "H"], "xyz": [[1.49549, -6.65106, -2.39550], [1.93283, -6.34671, -1.04851], [1.28082, -5.39885, -0.32381], [1.79704, -5.10907, 0.96520], [1.24282, -4.10098, 1.71489], [0.15334, -3.33771, 1.24076], [-0.30683, -2.20165, 2.01821], [-1.51957, -1.61964, 1.89303], [-1.98091, -0.37051, 2.70941], [-3.00390, 0.41415, 1.84648], [-2.92999, 1.81065, 1.86693], [-3.74863, 2.57586, 1.06188], [-4.72800, 1.94202, 0.26143], [-5.51093, 2.75327, -0.49016], [-6.65067, 2.20048, -1.18709], [-4.88252, 0.53615, 0.30301], [-4.02908, -0.21284, 1.12120], [-2.54427, -0.68954, 4.07667], [-1.72867, -1.62526, 4.95114], [-2.94699, 0.48292, 4.95375], [-4.30421, 0.76309, 5.11676], [-4.71502, 1.75267, 6.01667], [-3.76623, 2.49415, 6.71969], [-2.42200, 2.10481, 6.67893], [-2.01330, 1.12563, 5.77574], [-0.38009, -3.65308, -0.02735], [0.17968, -4.65323, -0.80757], [2.16063, -7.45304, -2.72459], [0.45068, -6.99021, -2.39881], [1.60556, -5.77032, -3.04203], [2.62642, -5.70711, 1.33353], [1.62565, -3.89924, 2.71491], [0.40568, -1.77083, 2.74488], [-2.30059, -2.02903, 1.21752], [-1.10688, 0.29616, 2.76439], [-2.21368, 2.30348, 2.52809], [-3.63303, 3.65069, 0.97401], [-7.15706, 3.08608, -1.57452], [-6.34201, 1.55174, -2.02179], [-7.31847, 1.64834, -0.50727], [-5.61460, 0.01691, -0.32364], [-4.15666, -1.30238, 1.18563], [-3.46542, -1.25759, 3.80513], [-2.40145, -2.03956, 5.69846], [-1.22068, -2.44718, 4.45033], [-0.97845, -1.03900, 5.48741], [-5.04740, 0.16770, 4.56886], [-5.76719, 1.94875, 6.20087], [-4.04665, 3.30285, 7.39211], [-1.66896, 2.50794, 7.36166], [-0.96872, 0.80244, 5.74941], [-1.24318, -3.10099, -0.39744], [-0.21695, -4.87878, -1.79464], [-3.86874, -0.49670, 10.87065], [-3.18984, -1.74838, 10.37209], [-2.46815, -2.41228, 11.56385], [-2.19113, -1.35705, 9.40685], [-2.04193, -2.54864, 8.69121], [-0.66580, -2.98622, 8.18326], [0.45173, -2.15997, 8.39658], [1.73934, -2.67684, 8.25731], [1.93812, -4.00790, 7.86531], [0.82287, -4.79375, 7.54163], [-0.47088, -4.28727, 7.68202], [-3.17551, -3.33254, 8.54617], [-4.09916, -2.78822, 9.52726], [-4.70545, -3.94533, 10.29826], [-5.20946, -2.05705, 8.79058], [-4.59565, -0.75722, 11.64568], [-3.12521, 0.17322, 11.31249], [-4.37675, 0.03272, 10.06421], [-3.19010, -2.57540, 12.38015], [-1.99851, -3.37499, 11.30304], [-1.67441, -1.74602, 11.93952], [0.30725, -1.12781, 8.71323], [2.59901, -2.03375, 8.43965], [2.94392, -4.42944, 7.82332], [0.97074, -5.80530, 7.16130], [-1.33281, -4.91182, 7.44215], [-5.34243, -3.59014, 11.11671], [-5.33207, -4.51674, 9.60863], [-3.94819, -4.61814, 10.70605], [-5.94844, -1.68102, 9.50947], [-4.82522, -1.22886, 8.18088], [-5.70226, -2.76667, 8.12090]]}